The following is a quantum chemistry calculation of a structure of composition C28H60Cl3CsFN2NaO14P3, from the Open Molecules 2025 dataset.

Structure (XYZ):
```
113
C28H60Cl3CsFN2NaO14P3 (wB97M-V/def2-TZVPD)
O -2.17109 3.37882 2.69704
C -2.08897 3.87597 1.58861
O -2.40445 3.11505 0.55028
C -1.65896 5.34746 1.39120
C -2.79572 6.24551 0.74212
C -3.91436 6.66577 1.75645
P -5.55926 5.70822 1.29336
P -7.24295 4.36136 0.70426
O -8.53042 4.99691 0.90329
O -7.02364 2.97907 1.58339
O -6.90676 3.95224 -0.77836
H -2.49386 3.64895 -0.25297
H -1.47308 5.77445 2.37133
H -0.73667 5.39769 0.81858
H -2.37336 7.15023 0.32420
H -3.20768 5.63997 -0.06998
H -3.54642 6.39411 2.77507
H -4.08345 7.73755 1.76318
H -6.12572 5.94853 2.60219
H -4.66584 4.58155 0.97066
H -5.86769 6.64316 0.27001
H -6.51969 3.16153 2.37904
H -5.98694 3.64193 -0.76832
Na -4.06082 4.59957 3.11851
F -8.27595 3.47954 -2.59772
C 5.52692 -0.61541 -1.16991
C 5.69777 0.89870 -1.21721
C 4.44362 1.66350 -1.63000
O 4.20040 1.52394 -3.01274
C 3.35173 0.42786 -3.38701
N 6.74905 1.22306 -2.24162
H 5.47084 -1.05837 -2.16546
H 6.37156 -1.08151 -0.66078
H 4.62390 -0.88464 -0.62549
H 6.06308 1.25604 -0.25446
H 4.61463 2.73164 -1.46140
H 3.58161 1.37622 -1.02554
H 2.66066 0.15780 -2.58778
H 3.95281 -0.44094 -3.66017
H 2.78374 0.73274 -4.26271
H 7.56984 0.61223 -2.18088
H 7.05934 2.19450 -2.18968
H 6.32918 1.11054 -3.17207
C 5.98683 -2.37985 -5.80280
C 6.63865 -1.37800 -5.22164
C 7.96521 -1.58387 -4.58909
O 8.54618 -0.65879 -4.04385
C 8.54733 -2.93679 -4.62625
C 7.89619 -3.94577 -5.19693
C 6.56754 -3.74684 -5.83177
O 5.97724 -4.66243 -6.34855
H 5.01685 -2.25628 -6.26787
H 6.23407 -0.37170 -5.18314
H 9.51433 -3.06005 -4.15600
H 8.29537 -4.95147 -5.22497
C -1.38826 -1.25141 4.24197
C -0.39608 -0.14961 3.88222
C -0.01291 -0.19922 2.39809
C 0.67654 -1.45018 2.08966
N 1.17081 -2.44628 1.80777
H -0.93365 -2.23261 4.09028
H -1.68319 -1.18042 5.28991
H -2.29795 -1.20970 3.63948
H 0.49087 -0.25097 4.50833
H -0.82698 0.82995 4.10141
H 0.62755 0.64965 2.15153
H -0.90384 -0.11228 1.77229
C -5.47196 -0.98383 4.48046
Cl -4.50131 -2.45372 4.18327
Cl -5.76879 -0.79530 6.19137
Cl -4.67832 0.43804 3.81912
H -6.42981 -1.10016 3.97759
C -9.69197 7.09858 4.63781
C -8.29522 7.61023 4.94996
C -8.33666 8.99426 5.57665
O -7.51582 7.64564 3.74584
H -10.19190 7.75713 3.92402
H -9.64649 6.10933 4.18144
H -10.30073 7.03936 5.54042
H -7.79289 6.91683 5.62759
H -8.79587 9.71148 4.89199
H -7.32785 9.35159 5.78777
H -8.90566 8.98978 6.50622
H -7.94756 8.25381 3.13570
O 0.92189 -7.11018 -0.76863
P 2.26170 -6.57240 -1.14973
O 1.80312 -5.48110 -2.32778
C 1.04689 -4.37864 -1.86684
C 1.80253 -3.39320 -0.98579
O 2.83170 -7.81711 -2.03082
C 2.39598 -9.16167 -1.76808
C 1.32112 -9.57829 -2.75707
O 3.77895 -5.96138 -0.97163
C 4.78232 -6.10583 -1.97125
C 4.56663 -5.34420 -3.25988
H 0.17373 -4.76039 -1.32546
H 0.68071 -3.85995 -2.75736
H 2.12643 -3.85991 -0.05748
H 1.14898 -2.55537 -0.74096
H 2.69954 -3.00944 -1.48140
H 2.05690 -9.25967 -0.73960
H 3.26925 -9.80463 -1.86569
H 0.56363 -8.80443 -2.88561
H 0.83144 -10.49621 -2.42875
H 1.75704 -9.75872 -3.74365
H 4.96555 -7.15789 -2.17172
H 5.69674 -5.72671 -1.50427
H 3.77553 -5.78282 -3.86450
H 5.47821 -5.37337 -3.85999
H 4.31273 -4.29812 -3.06278
O 3.69984 -8.88994 1.29571
H 3.64859 -8.08037 0.78138
Cs -5.84443 -3.51918 2.40179
```

Summary:
Charge ... +1
HOMO level ... -5.14 eV
Electronic energy ... -134751.286 eV
LUMO energy ... -0.1489 Eh
Gap between HOMO and LUMO ... 1.091 eV

These are the Mulliken partial charges, in e, on atoms 1 to 99: -0.704, 0.527, -0.413, -0.731, -0.386, -0.971, 0.014, 0.722, -0.572, -0.391, -0.246, 0.401, 0.370, 0.425, 0.405, 0.365, 0.330, 0.571, 0.039, -0.154, 0.186, 0.255, 0.193, 0.690, -0.910, -1.264, 0.319, -0.677, -0.433, -0.509, -0.152, 0.179, 0.454, 0.327, 0.315, 0.404, 0.412, 0.307, 0.096, 0.301, 0.341, 0.391, 0.182, -0.350, -0.260, 0.502, -0.652, -0.504, -0.241, 0.168, -0.513, 0.471, 0.453, 0.444, 0.490, -0.932, -0.505, -0.270, 0.133, -0.338, 0.432, 0.410, 0.032, 0.341, 0.247, 0.267, 0.216, -0.109, -0.283, -0.082, 0.049, 0.367, -1.258, 0.410, -1.321, -0.471, 0.342, 0.302, 0.390, 0.227, 0.356, 0.322, 0.382, 0.305, -0.920, 1.015, -0.231, -0.725, -0.518, -0.296, -0.422, -1.118, -0.285, -0.550, -0.309, 0.358, 0.339, 0.400, 0.370